The following is a quantum chemistry calculation of a structure of composition CH4Br2Si at a distorted geometry, from OMol25.

```
8
Properties=species:S:1:pos:R:3
C -0.66 0.58 -0.29
Si 0.54 -0.89 -0.04
Br -0.36 1.52 2.05
Br -0.17 1.93 -1.47
H -1.73 0.48 -0.21
H 0.70 -1.49 -1.37
H -0.14 -1.77 0.89
H 1.81 -0.35 0.44
```

For the highest occupied orbital energy, the calculation gives -9.884 eV. For the energy relative to the best compared isomer or geometry (same formula, charge and spin), the calculation gives 338.8 kJ/mol. As for the net charge: 0.